Here is a cluster of 2 separate species, C15H25N2O8P in total from OMol25. Energies are from wB97M-V/def2-TZVPD.

Structure (XYZ):
```
51
Properties=species:S:1:pos:R:3:forces:R:3
O 0.71167 -2.94366 3.56660 -0.086 -0.074 -0.583
O 0.89865 -5.70579 2.22605 -0.235 0.559 0.092
O 0.16668 6.58954 -0.46522 -0.395 0.202 -0.630
O -4.02200 3.36290 0.08854 0.103 0.011 -0.034
O -2.37229 5.52892 -0.15247 0.136 -0.356 -0.415
O 0.41257 5.05037 1.44323 0.804 -1.356 -0.328
O 2.26350 5.35523 -0.31673 0.308 -1.384 0.262
O 0.08031 4.06138 -0.98928 1.014 0.973 1.442
C -0.35219 -2.97492 2.96450 0.942 0.459 1.978
C 1.10588 -5.19014 1.13965 -0.951 -0.095 1.754
C 0.52648 0.54106 -2.00841 0.188 -0.657 0.596
C 0.98687 -0.66277 -2.56970 -0.067 0.089 0.899
C 0.42846 0.67363 -0.61172 0.292 -0.769 -0.338
C 1.35838 -1.72859 -1.73197 -0.452 1.105 0.294
C 0.79745 -0.39326 0.22601 0.007 0.021 -1.090
C 1.26923 -1.59409 -0.33289 -0.182 0.151 -0.144
N 1.76654 -5.92069 0.23203 0.645 -0.107 -1.796
N -0.48235 -3.25841 1.66558 0.259 -1.000 -1.692
C -1.63107 -2.63061 3.69158 0.031 -0.084 -0.095
C 2.03897 -5.62138 -1.17568 0.076 0.031 0.568
C -2.77917 3.18561 -0.59082 -0.236 1.025 0.658
C -0.98905 4.42972 -1.88218 -1.048 0.264 -0.435
C -2.36351 4.53319 -1.19157 0.849 0.130 0.182
C 1.68190 -2.74516 0.55856 0.316 0.230 -0.094
C 0.56612 -3.78625 0.77047 0.002 0.376 0.082
P 0.70979 5.26983 -0.08676 -2.232 1.230 -1.329
H -3.95303 4.18156 0.61869 0.125 -0.526 -0.395
H -1.75582 6.26715 -0.36877 -0.291 -0.654 0.073
H 0.73830 5.87907 1.80978 -0.127 0.254 0.717
H 2.29543 5.70287 -1.21454 0.670 0.266 -0.277
H 0.24986 1.36663 -2.64857 -0.001 0.048 -0.041
H 1.06308 -0.76360 -3.64342 0.010 -0.014 -0.038
H 0.07928 1.59911 -0.17721 -0.010 0.057 -0.027
H 1.72156 -2.64749 -2.16663 0.084 -0.141 -0.022
H 0.72803 -0.28843 1.30018 0.031 -0.038 0.062
H 2.08391 -6.80990 0.58839 -0.105 0.132 0.065
H -1.41486 -3.21419 1.29386 0.022 -0.151 -0.077
H -2.08584 -1.75686 3.23003 -0.232 0.045 -0.002
H -1.39633 -2.41502 4.73319 0.018 -0.022 -0.181
H -2.30968 -3.47970 3.64243 -0.213 0.040 -0.003
H 2.23471 -6.55280 -1.71011 -0.078 0.101 0.109
H 2.92081 -4.98424 -1.26244 -0.019 0.041 -0.223
H 1.18487 -5.13138 -1.64458 0.055 -0.013 -0.015
H -2.87800 2.42643 -1.37334 -0.242 0.171 0.107
H -2.01977 2.84425 0.12014 0.092 0.018 -0.053
H -0.77147 5.36955 -2.40149 0.173 -0.085 0.303
H -1.05697 3.66196 -2.65965 0.228 -0.125 0.287
H -3.10118 4.81627 -1.95019 0.062 -0.068 -0.145
H 2.02941 -2.35743 1.51544 -0.173 -0.182 0.127
H 2.54600 -3.22240 0.10067 0.066 -0.183 -0.041
H 0.08988 -3.91709 -0.19927 -0.231 0.055 -0.115
```
Positions in Å, forces in eV/Å.

Computed properties:
HOMO	-9.11	eV
HOMO-LUMO gap	9.4	eV

---

Here is the molecule C15H25N3O4 from OMol25. Energies are from wB97M-V/def2-TZVPD.

Structure (XYZ):
```
47
Properties=species:S:1:pos:R:3:forces:R:3
C -3.97866 1.40325 1.77888 0.144 0.183 -0.176
H -4.98343 1.74222 2.01616 -0.127 0.003 0.075
H -3.51669 1.01588 2.68532 0.003 -0.070 0.102
C -3.15521 2.55063 1.20379 -0.214 0.064 0.050
N -1.82423 2.12706 0.81069 0.029 0.031 0.221
C -1.64097 1.66126 -0.46634 0.607 0.143 0.164
O -2.47150 1.77132 -1.34648 -0.451 -0.076 -0.272
N -0.40468 1.10439 -0.71288 -0.036 0.192 -0.197
C -0.28811 0.35517 -1.94905 -0.551 -0.250 -0.249
C 1.13098 -0.08945 -2.28679 0.099 0.126 -0.019
O 1.36049 -1.03870 -3.00723 -0.148 -0.229 -0.184
N 2.11738 0.68519 -1.79651 0.467 0.121 0.041
H 3.06070 0.43654 -2.05765 -0.116 -0.096 -0.076
C 1.91918 1.74406 -0.83791 -0.276 0.554 0.287
C 3.20006 2.00525 -0.04571 -0.048 -0.305 -0.123
C 3.57632 0.80820 0.82465 -0.027 0.209 0.196
C 2.42373 0.43796 1.75269 0.095 -0.247 -0.256
C 1.17708 0.11455 0.93592 -0.071 0.335 0.273
C 0.76761 1.33070 0.09667 0.334 -0.064 0.072
H 0.55918 2.17681 0.75930 0.062 -0.064 -0.109
H 0.34924 -0.17405 1.58499 -0.009 -0.044 -0.073
H 1.38176 -0.72863 0.27269 -0.042 -0.111 0.035
H 2.70062 -0.42379 2.36214 -0.017 0.042 0.087
H 2.21388 1.27198 2.42667 -0.001 0.036 0.102
H 4.46598 1.04988 1.40857 0.063 -0.049 -0.058
H 3.81553 -0.04936 0.19264 0.080 -0.062 0.012
H 3.03996 2.87965 0.58773 0.007 0.069 -0.038
H 4.01191 2.23939 -0.73793 0.013 0.111 -0.021
H 1.62295 2.66443 -1.36651 0.024 -0.103 0.187
H -0.59904 1.01037 -2.77966 0.119 -0.182 0.100
C -1.24660 -0.85862 -1.96732 0.130 0.028 -0.082
C -1.17940 -1.63982 -0.67977 -0.184 0.219 -0.127
O -1.53164 -1.23415 0.40184 -0.138 -0.077 0.081
O -0.67536 -2.85562 -0.87439 0.218 -0.354 -0.304
C -0.55241 -3.70051 0.26990 -0.061 -0.215 0.477
C -0.13588 -5.08135 -0.19952 -0.093 0.455 -0.068
H -0.00804 -5.73763 0.65656 0.015 -0.076 0.075
H 0.80029 -5.01861 -0.74723 0.110 -0.067 -0.041
H -0.89379 -5.49649 -0.85787 -0.057 -0.097 -0.052
H 0.19425 -3.27013 0.94806 -0.142 -0.023 -0.066
H -1.51342 -3.72554 0.79641 0.178 0.030 -0.044
H -0.97123 -1.50496 -2.79967 -0.081 0.095 0.039
H -2.26228 -0.47939 -2.08625 0.084 -0.057 0.042
H -1.33008 1.62361 1.53187 0.065 -0.050 -0.087
H -3.05074 3.35479 1.93918 -0.081 -0.022 -0.119
H -3.63632 2.94511 0.30716 0.058 0.048 0.166
H -4.03935 0.59714 1.05221 -0.032 -0.103 -0.043
```
Positions in Å, forces in eV/Å.

Computed properties:
HOMO	-8.93	eV
HOMO-LUMO gap	9.6	eV
ΔE to the lowest compared entry with this formula, charge and spin	1.75	kcal per mole

---

Here is a structure of composition C15H25N7RhS3Se2 from OMol25. Energies are from wB97M-V/def2-TZVPD.

Structure (XYZ):
```
53
Properties=species:S:1:pos:R:3:forces:R:3
Rh -0.47685 0.35396 -0.92467 0.260 -0.232 1.238
C 2.95608 -1.01414 -1.09699 0.682 0.453 0.550
Se 1.81295 0.12170 0.07021 2.271 1.268 -0.314
C 2.39320 2.07027 -0.41987 -0.515 -1.340 -0.498
C 2.18541 2.38081 -1.90405 -1.869 0.468 1.244
Se 0.19730 2.15251 -2.49455 2.095 0.834 -1.312
C -0.83076 3.69296 -1.94022 1.368 0.744 0.094
H 2.64793 -2.05427 -1.10324 -0.610 0.112 0.127
H 3.98311 -1.02997 -0.72354 -0.146 0.290 0.086
H 2.95632 -0.61816 -2.09571 -0.165 0.100 -0.444
H 3.43401 2.14551 -0.13080 0.179 0.168 0.049
H 1.73968 2.68480 0.21535 0.295 -0.298 -0.130
H 2.66896 1.69505 -2.54460 0.524 -0.815 -0.705
H 2.54073 3.37460 -2.13738 -0.171 0.341 -0.157
H -0.43271 4.65715 -2.30796 -0.195 -0.670 -0.071
H -0.76741 3.67555 -0.87214 -0.543 0.228 0.637
H -1.80662 3.49047 -2.33563 -0.535 0.003 0.011
S -0.37209 -1.63484 0.43219 -0.278 -1.133 -0.052
C 0.04227 -2.76587 -0.80837 0.200 0.108 1.614
C 0.70934 -3.91657 -0.36611 -0.550 -1.850 -1.405
C 0.77685 -5.03533 -1.23146 0.281 0.775 0.089
C 0.06828 -4.97387 -2.47414 -0.091 -0.038 0.059
C -0.48505 -3.76105 -2.90070 0.512 -0.495 -1.584
C -0.32001 -2.59252 -2.15034 -0.594 0.116 -0.159
S -0.65987 -1.01687 -2.77481 0.182 -1.456 -0.907
H 1.01019 -3.96949 0.67157 0.283 -0.051 -0.116
H 1.44047 -5.88794 -0.97298 -0.975 0.469 -0.142
H -0.07125 -5.87024 -3.12745 0.414 0.864 0.747
H -0.91736 -3.65387 -3.94070 0.489 -0.307 1.386
S -0.88973 1.66314 1.19806 0.239 0.485 0.373
C 0.03456 1.28268 2.59449 -0.854 0.323 1.901
N -0.35249 0.25571 3.38137 1.538 0.590 0.846
C 0.11040 0.01510 4.77971 -0.526 0.489 -0.130
C 1.48321 0.62527 5.01581 0.274 0.630 -0.981
C 1.52131 2.07964 4.50083 -1.269 0.415 -0.714
N 0.90853 2.16441 3.11981 0.254 -0.651 0.060
H -0.93455 -0.43291 2.98707 -0.733 -0.591 -0.613
H 0.06696 -1.05325 5.00165 0.305 0.039 -0.355
H -0.61874 0.45036 5.48311 0.138 0.141 -0.338
H 2.24167 0.06519 4.46836 0.012 -0.153 0.084
H 1.73463 0.62850 6.06706 0.031 -0.108 0.235
H 2.51121 2.53957 4.41987 -0.068 -0.455 0.169
H 0.90419 2.74145 5.14519 0.364 -0.406 -0.208
H 1.07835 2.97561 2.53765 0.010 -0.136 0.334
N -4.69226 -0.18865 -3.61360 -1.777 -0.242 0.207
N -4.13071 0.09988 -2.40252 0.594 1.455 2.011
N -4.71101 0.10321 -1.17585 -0.519 -1.256 -1.068
C -3.70977 0.36724 -0.34676 0.885 0.416 -1.772
N -2.57420 0.62509 -1.06634 -2.764 0.492 -0.228
N -2.89451 0.53316 -2.34561 -0.825 -0.680 -0.307
H -5.69466 -0.50750 -3.70595 2.074 0.683 0.661
H -4.04839 -0.15610 -4.38944 -0.084 -0.071 0.283
H -3.76713 0.42292 0.73514 -0.096 -0.070 -0.387
```
Positions in Å, forces in eV/Å.

Computed properties:
HOMO (alpha / beta)	-8.62 / -10.09	eV
HOMO-LUMO gap (alpha / beta)	6.7 / 5.6	eV
ΔE to the lowest compared entry with this formula, charge and spin	22.48	kcal per mole
net charge	+1
multiplicity	5